(1)
Density functional theory data (ωB97M-V/def2-TZVPD) for an isolated molecule of C4H8N2O2.

Last column: Löwdin charge in e.
Cartesian coordinates (Å):
O (1.78, 0.42, 0.72)  -0.10
C (0.97, -0.74, 0.56)  -0.17
C (-0.37, -0.41, -0.13)  -0.31
N (-1.24, -1.31, -0.30)  0.07
O (-0.76, -2.55, 0.23)  -0.10
N (-0.72, 0.88, -0.60)  -0.03
C (0.28, 1.87, -1.04)  -0.13
C (-0.50, 2.10, 0.20)  -0.10
H (2.51, 0.12, 1.30)  0.12
H (1.44, -1.46, -0.11)  0.12
H (0.82, -1.19, 1.54)  0.13
H (-1.55, -3.11, 0.09)  0.10
H (1.34, 1.62, -1.02)  0.09
H (0.01, 2.39, -1.97)  0.11
H (0.06, 1.98, 1.12)  0.10
H (-1.33, 2.77, 0.24)  0.09

The energy above the lowest of the compared OMol25 structures with the same formula, charge and spin comes out at 4.782 eV. Its SMILES is OC/C(=N\O)N1CC1. The value obtained for the HOMO-LUMO gap is 9.78 eV. The electronic energy comes out at -11349.3311 eV. For the HOMO energy, the calculation gives -9.20 eV. The LUMO energy comes out at 0.6 eV.



(2)
Density functional theory data (ωB97M-V/def2-TZVPD) for an isolated molecule of C4H8N2O2.

Last column: Löwdin charge in e.
Cartesian coordinates (Å):
N (-2.25, 0.66, 0.23)  0.01
N (-1.95, -0.14, -0.82)  -0.03
C (-0.73, -0.53, -0.92)  -0.11
C (0.34, -0.31, 0.13)  -0.47
O (-0.12, -0.82, 1.36)  0.00
C (0.89, 1.10, 0.30)  -0.11
O (2.13, 0.73, -0.34)  -0.10
C (1.77, -0.67, -0.33)  -0.10
H (-3.24, 0.86, 0.29)  0.09
H (-1.77, 0.47, 1.11)  0.09
H (-0.48, -1.07, -1.83)  0.10
H (-0.45, -1.71, 1.20)  0.11
H (0.95, 1.42, 1.34)  0.13
H (0.38, 1.90, -0.25)  0.13
H (2.35, -1.22, 0.42)  0.12
H (1.88, -1.13, -1.33)  0.13

The energy above the lowest of the compared OMol25 structures with the same formula, charge and spin comes out at 3.789 eV. Its SMILES is N/N=C\C1(O)COC1. The value obtained for the HOMO-LUMO gap is 9.73 eV. The electronic energy comes out at -11350.3236 eV. For the HOMO energy, the calculation gives -9.03 eV. The LUMO energy comes out at 0.7 eV.



(3)
Density functional theory data (ωB97M-V/def2-TZVPD) for C4H8N2O2 as an isolated structure.

Last column: Löwdin charge in e.
Cartesian coordinates (Å):
C (-0.13, 0.45, 0.57)  0.00
N (1.88, -0.92, 0.23)  -0.13
C (-2.17, 0.73, 0.10)  -0.36
C (0.06, -0.62, -0.29)  -0.23
N (2.87, 0.03, 0.13)  -0.08
C (-0.37, -1.42, -1.23)  0.06
O (-2.57, 1.74, 0.92)  0.04
O (-2.94, 0.25, -0.69)  0.06
H (-3.51, 1.93, 0.71)  0.12
H (2.03, -1.54, 1.02)  0.07
H (2.93, 0.40, -0.82)  0.08
H (2.86, 0.78, 0.81)  0.06
H (0.29, 1.41, 0.27)  0.10
H (-0.21, 0.23, 1.63)  0.10
H (-1.31, -1.23, -1.74)  0.06
H (0.27, -2.21, -1.62)  0.07

The energy above the lowest of the compared OMol25 structures with the same formula, charge and spin comes out at 6.737 eV. The value obtained for the HOMO-LUMO gap (spin up / spin down) is 7.90 / 7.90 eV. The electronic energy comes out at -11347.3760 eV. For the HOMO energy (spin up / spin down), the calculation gives -7.48 / -7.48 eV. The LUMO energy (spin up / spin down) comes out at 0.4 / 0.4 eV.



(4)
Density functional theory data (ωB97M-V/def2-TZVPD) for an isolated molecule of C4H8N2O2.

Last column: Löwdin charge in e.
Cartesian coordinates (Å):
H (1.21, -1.32, -2.51)  0.12
N (0.39, -0.53, -2.33)  0.08
C (-0.27, -0.38, -1.23)  -0.33
N (-1.41, 0.56, -1.22)  0.03
O (-1.62, 1.27, 0.05)  -0.10
C (-1.35, 0.04, 0.95)  -0.06
C (-0.10, -0.58, 0.38)  -0.26
C (1.18, 0.06, 0.58)  -0.25
O (1.37, 0.26, 2.10)  -0.14
H (-1.59, 1.05, -1.98)  0.07
H (-2.11, -0.62, 0.85)  0.08
H (-1.34, 0.41, 1.94)  0.12
H (0.13, -1.61, 0.68)  0.15
H (0.95, 1.07, -0.21)  0.18
H (2.14, -0.31, 0.08)  0.13
H (2.40, 0.61, 1.87)  0.17

The energy above the lowest of the compared OMol25 structures with the same formula, charge and spin comes out at 7.044 eV. Its SMILES is [H]/N=C1/NOC[C@@H]1CO. The value obtained for the HOMO-LUMO gap is 9.48 eV. The electronic energy comes out at -11347.0692 eV. For the HOMO energy, the calculation gives -8.88 eV. The LUMO energy comes out at 0.6 eV.



(5)
Density functional theory data (ωB97M-V/def2-TZVPD) for an isolated molecule of C4H8N2O2.

Last column: Löwdin charge in e.
Cartesian coordinates (Å):
C (-0.94, 2.16, -0.40)  -0.06
O (0.05, 1.28, 0.00)  -0.02
C (-0.06, 0.02, -0.15)  -0.52
N (0.10, -0.73, -1.24)  0.10
O (-0.24, 0.22, -2.29)  -0.13
N (-0.13, -0.58, 1.07)  -0.01
C (0.99, -0.80, 2.02)  -0.09
C (0.35, -1.95, 1.35)  -0.15
H (-1.19, 2.75, 0.40)  0.06
H (-0.49, 2.74, -1.26)  0.12
H (-1.90, 1.62, -0.50)  0.12
H (-0.13, -0.15, -3.20)  0.10
H (1.88, -0.36, 1.55)  0.13
H (0.96, -0.69, 3.05)  0.08
H (0.83, -2.73, 0.47)  0.17
H (-0.34, -2.62, 2.02)  0.12

The energy above the lowest of the compared OMol25 structures with the same formula, charge and spin comes out at 6.488 eV. Its SMILES is CO/C(=N\O)N1CC1. The value obtained for the HOMO-LUMO gap is 9.31 eV. The electronic energy comes out at -11347.6248 eV. For the HOMO energy, the calculation gives -8.35 eV. The LUMO energy comes out at 1.0 eV.



(6)
Density functional theory data (ωB97M-V/def2-TZVPD) for C4H8N2O2 as an isolated structure.

Last column: Löwdin charge in e.
Cartesian coordinates (Å):
C (-1.88, -0.43, -0.59)  -0.10
C (0.00, 1.00, 0.65)  -0.23
C (1.37, 0.84, 1.09)  -0.13
C (0.95, -0.75, -0.42)  -0.49
H (-1.69, -1.62, -1.22)  0.18
H (-1.82, -0.35, 0.53)  0.05
H (-3.11, -0.13, -0.73)  0.13
H (-0.76, 0.42, 1.06)  0.05
H (-0.48, 2.02, 1.08)  0.20
H (2.17, 1.43, 0.50)  0.17
H (1.36, 1.02, 2.20)  0.14
H (1.92, -2.21, -1.42)  0.13
N (0.19, 0.46, -0.63)  -0.13
N (1.03, -1.52, -1.42)  0.15
O (-0.93, 0.38, -1.39)  -0.13
O (1.67, -0.56, 0.71)  0.02

The energy above the lowest of the compared OMol25 structures with the same formula, charge and spin comes out at 7.506 eV. The value obtained for the HOMO-LUMO gap is 9.85 eV. The electronic energy comes out at -11346.6064 eV. For the HOMO energy, the calculation gives -9.12 eV. The LUMO energy comes out at 0.7 eV.



(7)
Density functional theory data (ωB97M-V/def2-TZVPD) for an isolated molecule of C4H8N2O2S.

Last column: Löwdin charge in e.
Cartesian coordinates (Å):
C (0.33, -1.30, 1.89)  -0.62
C (1.09, 0.65, -0.36)  -0.18
C (0.88, 0.14, -1.85)  -0.58
C (-0.68, -0.12, 1.05)  -0.28
N (-1.84, -0.21, 1.54)  0.14
N (-0.27, 0.76, 0.20)  0.03
O (1.50, -1.34, 1.58)  0.03
O (-0.36, -1.87, 2.66)  0.05
S (-0.06, 1.31, -2.80)  0.69
H (1.47, -0.22, 0.21)  0.09
H (1.48, 1.58, -0.32)  0.08
H (1.93, -0.02, -2.04)  0.07
H (0.39, -0.83, -1.93)  0.07
H (-2.67, 0.51, 1.46)  0.18
H (-1.85, -1.00, 2.28)  0.14
H (-0.53, 0.27, -3.63)  -0.09
H (-0.84, 1.67, 0.05)  0.18

The energy above the lowest of the compared OMol25 structures with the same formula, charge and spin comes out at 1.517 eV. The value obtained for the HOMO-LUMO gap is 9.74 eV. The electronic energy comes out at -22186.8384 eV. For the HOMO energy, the calculation gives -9.45 eV. The LUMO energy comes out at 0.3 eV.



(8)
Density functional theory data (ωB97M-V/def2-TZVPD) for an isolated molecule of C4H8N2O3.

Last column: Löwdin charge in e.
Cartesian coordinates (Å):
N (1.41, 1.25, 1.79)  0.16
C (0.84, 1.59, 0.63)  -0.60
O (0.51, 2.69, 0.34)  0.10
C (0.66, 0.46, -0.39)  -0.05
C (-0.24, -0.75, -0.06)  -0.32
N (-0.07, -1.85, -1.00)  0.04
C (-1.61, -0.18, -0.06)  -0.54
O (-2.08, 0.50, 0.81)  0.14
O (-2.35, -0.47, -1.14)  0.11
H (1.52, 1.92, 2.55)  0.13
H (1.94, 0.34, 1.95)  0.14
H (1.65, 0.08, -0.58)  0.12
H (0.23, 0.83, -1.32)  0.13
H (-0.21, -1.14, 0.95)  0.16
H (-0.64, -2.66, -0.78)  0.10
H (0.27, -1.60, -1.94)  0.10
H (-1.82, -1.02, -1.76)  0.10

The energy above the lowest of the compared OMol25 structures with the same formula, charge and spin comes out at 1.019 eV. Its SMILES is NC(=O)C[C@H](N)C(=O)O. The value obtained for the HOMO-LUMO gap is 10.15 eV. The electronic energy comes out at -13400.6690 eV. For the HOMO energy, the calculation gives -9.67 eV. The LUMO energy comes out at 0.5 eV.



(9)
Density functional theory data (ωB97M-V/def2-TZVPD) for an isolated molecule of C4H8N2OS.

Last column: Löwdin charge in e.
Cartesian coordinates (Å):
C (0.97, -0.71, 1.89)  0.08
C (-0.01, -0.63, 0.91)  -0.33
C (-1.11, -1.64, 0.67)  -0.07
C (-0.09, 0.59, 0.10)  -0.43
N (-0.82, 1.63, 0.40)  0.03
O (-1.65, 1.28, 1.46)  -0.10
N (0.80, 0.77, -1.01)  -0.37
S (0.98, -0.53, -2.09)  0.76
H (1.66, 0.11, 1.97)  0.05
H (1.02, -1.52, 2.69)  0.08
H (-1.28, -2.28, 1.59)  0.10
H (-2.05, -1.17, 0.34)  0.08
H (-0.88, -2.26, -0.20)  0.06
H (-2.25, 2.09, 1.61)  0.14
H (0.54, 1.64, -1.52)  0.08
H (2.27, -0.75, -1.95)  -0.16

The energy above the lowest of the compared OMol25 structures with the same formula, charge and spin comes out at 3.227 eV. Its SMILES is C=C(C)/C(=N\O)NS. The value obtained for the HOMO-LUMO gap is 9.42 eV. The electronic energy comes out at -20137.6077 eV. For the HOMO energy, the calculation gives -8.67 eV. The LUMO energy comes out at 0.8 eV.



(10)
Density functional theory data (ωB97M-V/def2-TZVPD) for an isolated molecule of C4H8N2OS.

Last column: Löwdin charge in e.
Cartesian coordinates (Å):
H (-1.17, 1.76, -1.17)  0.04
N (-1.72, 1.31, -0.44)  0.12
C (-1.25, 0.16, -0.22)  -0.42
N (-2.08, -0.47, 0.81)  0.12
C (0.11, -0.39, -0.50)  -0.32
O (-0.32, -1.80, -0.23)  -0.11
C (1.24, -0.14, 0.37)  -0.55
C (2.18, 1.08, 0.36)  -0.46
S (2.96, -0.42, -0.09)  0.84
H (-2.07, -1.38, 0.78)  -0.01
H (-2.93, 0.07, 0.94)  0.09
H (0.21, -0.20, -1.63)  0.18
H (-0.63, -2.13, -1.18)  0.17
H (1.12, -0.71, 1.23)  0.08
H (2.27, 1.34, 1.46)  0.10
H (2.08, 1.92, -0.49)  0.13

The energy above the lowest of the compared OMol25 structures with the same formula, charge and spin comes out at 3.157 eV. Its SMILES is [H]/N=C(/N)[C@H](O)[C@@H]1CS1. The value obtained for the HOMO-LUMO gap is 9.59 eV. The electronic energy comes out at -20137.6771 eV. For the HOMO energy, the calculation gives -9.05 eV. The LUMO energy comes out at 0.5 eV.



(11)
Density functional theory data (ωB97M-V/def2-TZVPD) for an isolated molecule of C4H8N2OS.

Last column: Löwdin charge in e.
Cartesian coordinates (Å):
C (1.43, 1.35, -0.44)  -0.11
N (0.98, -0.13, -0.37)  -0.29
C (1.68, -0.80, 0.74)  -0.18
N (-0.47, -0.07, -0.05)  0.02
C (-1.20, -0.68, -0.97)  -0.17
O (-2.45, -0.98, -0.67)  -0.10
C (-2.95, -0.05, 0.23)  -0.73
S (-4.48, 0.38, 0.17)  0.76
H (0.67, 1.94, -1.06)  0.08
H (1.61, 1.78, 0.64)  0.09
H (2.41, 1.40, -1.05)  0.09
H (2.93, -0.47, 0.86)  0.15
H (1.20, -0.51, 1.82)  0.09
H (1.57, -1.96, 0.86)  0.08
H (-0.82, -1.32, -1.71)  0.13
H (-2.11, 0.11, 1.03)  0.11

The energy above the lowest of the compared OMol25 structures with the same formula, charge and spin comes out at 4.805 eV. Its SMILES is CN(C)/N=C/OC=S. The value obtained for the HOMO-LUMO gap is 8.47 eV. The electronic energy comes out at -20136.0292 eV. For the HOMO energy, the calculation gives -8.76 eV. The LUMO energy comes out at -0.3 eV.



(12)
Density functional theory data (ωB97M-V/def2-TZVPD) for a 2-piece molecular cluster, C4H8N2OS overall.

Last column: Löwdin charge in e.
Cartesian coordinates (Å):
C (3.08, -0.99, 0.44)  -0.47
C (-2.18, 0.18, -1.09)  -0.11
C (-1.65, 0.27, 0.35)  -0.26
C (-0.18, -0.29, 0.48)  -0.38
N (3.90, -0.32, -0.12)  0.18
N (0.85, 0.61, 0.34)  -0.55
O (2.63, -1.77, 1.18)  0.14
S (0.64, 2.09, 0.10)  0.77
H (-3.01, 0.86, -0.95)  0.07
H (-1.39, 0.48, -1.69)  0.05
H (-2.48, -0.81, -1.32)  0.06
H (-2.33, -0.40, 0.92)  0.11
H (-1.58, 1.38, 0.58)  0.07
H (-0.19, -0.78, 1.49)  0.13
H (0.12, -1.10, -0.08)  0.08
H (3.80, 0.59, -0.63)  0.11

The energy above the lowest of the compared OMol25 structures with the same formula, charge and spin comes out at 0.143 eV. Its spin multiplicity is 3. The value obtained for the HOMO-LUMO gap (spin up / spin down) is 8.72 / 9.05 eV. The electronic energy comes out at -20137.4283 eV. For the HOMO energy (spin up / spin down), the calculation gives -7.98 / -10.64 eV. The LUMO energy (spin up / spin down) comes out at 0.7 / -1.6 eV. Its expectation value of S² is 2.01.



(13)
Density functional theory data (ωB97M-V/def2-TZVPD) for a 2-piece molecular cluster, C4H8N2P overall.

Last column: Löwdin charge in e.
Cartesian coordinates (Å):
C (-0.07, -1.01, 1.91)  -0.03
C (0.04, 0.35, 1.87)  -0.55
C (-0.92, -0.31, 0.00)  -0.01
C (0.30, -0.36, -2.92)  0.21
N (-0.53, 0.74, 0.66)  0.06
N (-0.73, -1.39, 0.72)  0.11
P (0.56, 1.54, 3.14)  0.85
H (0.34, -1.77, 2.48)  0.12
H (1.21, 0.12, -2.92)  -0.02
H (0.28, -1.47, -2.79)  0.04
H (-0.58, 0.31, -3.19)  0.04
H (-0.39, 1.68, 0.23)  0.18
H (-1.06, -2.27, 0.49)  0.14
H (1.82, 0.95, 3.67)  -0.06
H (-0.30, 0.92, 4.14)  -0.07

The energy above the lowest of the compared OMol25 structures with the same formula, charge and spin comes out at 4.903 eV. The value obtained for the HOMO-LUMO gap (spin up / spin down) is 6.06 / 8.87 eV. Its total charge is +1. The electronic energy comes out at -16534.7438 eV. For the HOMO energy (spin up / spin down), the calculation gives -13.11 / -13.68 eV. The LUMO energy (spin up / spin down) comes out at -7.1 / -4.8 eV.



(14)
Density functional theory data (ωB97M-V/def2-TZVPD) for an isolated molecule of C4H8N2S.

Last column: Löwdin charge in e.
Cartesian coordinates (Å):
S (-1.38, -2.11, 2.49)  0.72
N (-0.68, -0.85, 1.58)  -0.39
C (-0.01, -1.18, 0.54)  -0.24
C (0.89, -0.20, -0.16)  -0.32
C (0.46, 0.21, -1.55)  -0.13
C (0.04, 1.60, -0.99)  -0.17
N (0.67, 1.22, 0.31)  -0.02
H (-2.23, -1.28, 3.11)  -0.15
H (-0.08, -2.17, 0.14)  0.09
H (1.93, -0.49, 0.00)  0.13
H (-0.28, -0.46, -2.09)  0.13
H (1.32, 0.25, -2.15)  0.08
H (0.44, 2.43, -1.50)  0.08
H (-1.04, 1.80, -0.78)  0.12
H (-0.05, 1.22, 1.05)  0.08

The energy above the lowest of the compared OMol25 structures with the same formula, charge and spin comes out at 2.799 eV. Its SMILES is S/N=C/[C@H]1CCN1. The value obtained for the HOMO-LUMO gap is 9.75 eV. The electronic energy comes out at -18090.9437 eV. For the HOMO energy, the calculation gives -8.87 eV. The LUMO energy comes out at 0.9 eV.



(15)
Density functional theory data (ωB97M-V/def2-TZVPD) for an isolated molecule of C4H8N2S.

Last column: Löwdin charge in e.
Cartesian coordinates (Å):
N (-0.75, -2.21, -0.52)  -0.01
C (0.41, -1.51, -0.77)  -0.40
C (0.35, 0.01, -0.36)  -0.80
S (1.74, 0.69, -0.55)  0.75
N (-0.84, 0.57, 0.24)  -0.11
C (-1.08, 1.75, 1.09)  -0.14
C (-1.57, 0.37, 1.43)  -0.17
H (-1.24, -1.83, -1.27)  0.05
H (-0.39, -3.23, -0.63)  0.14
H (1.34, -1.78, -0.08)  0.13
H (0.76, -1.66, -1.77)  0.09
H (-0.33, 2.21, 1.75)  0.10
H (-1.57, 2.55, 0.58)  0.09
H (-2.76, 0.34, 1.31)  0.14
H (-1.14, 0.07, 2.51)  0.15

The energy above the lowest of the compared OMol25 structures with the same formula, charge and spin comes out at 4.525 eV. Its SMILES is NCC(=S)N1CC1. The value obtained for the HOMO-LUMO gap is 8.93 eV. The electronic energy comes out at -18089.2176 eV. For the HOMO energy, the calculation gives -8.43 eV. The LUMO energy comes out at 0.5 eV.



Maximum force: 1.65; 1.07; 5.56; 7.07; 5.34; 5.78; 6.10; 3.89; 2.99; 6.02; 5.58; 4.51; 3.04; 2.38; 5.34 (eV/A)